Entry 1:
Here is 2 unconnected molecules or ions with the total composition C16H16N4S in a non-equilibrium geometry from the Open Molecules 2025 dataset. Energies are from the ωB97M-V functional and the def2-TZVPD basis.

Last column: natural (NBO) charge in e.
Atoms and positions in Å:
N (4.078, -1.180, 0.743)  -0.371
C (3.059, -0.769, 1.156)  0.315
C (1.822, -0.217, 1.595)  -0.470
C (1.930, 1.182, 1.864)  0.294
N (2.128, 2.327, 2.047)  -0.362
C (0.672, -0.983, 1.849)  0.118
C (-0.681, -0.384, 1.898)  -0.158
C (-0.966, 0.905, 1.409)  -0.096
C (-2.239, 1.462, 1.566)  -0.234
C (-3.282, 0.721, 2.131)  -0.179
C (-3.038, -0.597, 2.540)  -0.226
C (-1.764, -1.140, 2.409)  -0.157
H (0.719, -1.936, 2.452)  0.210
H (-0.180, 1.496, 0.941)  0.228
H (-2.429, 2.485, 1.229)  0.223
H (-4.278, 1.149, 2.263)  0.220
H (-3.842, -1.214, 2.949)  0.219
H (-1.555, -2.163, 2.733)  0.213
C (1.237, -2.927, -2.141)  -0.427
C (0.508, -2.211, -1.024)  -0.226
N (1.152, -2.336, 0.278)  -0.514
C (1.878, -3.388, 0.477)  0.357
S (2.702, -3.741, 1.993)  0.299
C (3.422, -5.264, 1.384)  -0.544
C (2.866, -5.549, -0.005)  -0.200
N (2.152, -4.358, -0.436)  -0.436
C (1.524, -4.360, -1.747)  -0.202
H (0.637, -2.918, -3.049)  0.223
H (2.161, -2.383, -2.349)  0.222
H (0.384, -1.147, -1.245)  0.215
H (-0.499, -2.638, -0.914)  0.188
H (3.111, -6.043, 2.084)  0.231
H (4.512, -5.175, 1.395)  0.235
H (2.200, -6.423, 0.042)  0.189
H (3.657, -5.815, -0.719)  0.208
H (0.594, -4.958, -1.725)  0.185
H (2.186, -4.865, -2.461)  0.210

As for the structure (SMILES): N#CC(C#N)=Cc1ccccc1.C1CN=C2SCCN2C1. The calculation puts the HOMO energy at -0.285 hartree. Its strongest force on any atom is 2.53 eV Å⁻¹.



Entry 2:
Here is a molecular structure, C16H16N6O2S2 in a non-equilibrium geometry from the Open Molecules 2025 dataset. Energies are from the ωB97M-V functional and the def2-TZVPD basis.

Last column: natural (NBO) charge in e.
Atoms and positions in Å:
O (2.758, -1.891, 0.262)  -0.579
O (-1.114, -3.083, -1.258)  -0.590
N (-2.524, 0.866, -2.438)  -0.258
N (-1.975, 1.566, -1.647)  0.001
N (-0.429, 0.152, -2.437)  -0.210
S (-1.125, -0.030, 3.161)  0.461
S (-2.084, -1.238, -4.141)  0.252
C (3.763, -1.224, 0.224)  0.668
C (-2.023, -2.324, -1.410)  0.654
C (-1.584, 0.121, -3.049)  0.122
C (-2.166, 1.318, 3.413)  -0.411
C (-3.037, 1.640, 2.370)  -0.261
C (-2.793, 0.675, 1.346)  -0.255
C (-1.675, -0.156, 1.531)  -0.201
C (1.223, 2.753, 1.266)  -0.241
C (0.239, 2.479, 0.313)  -0.154
C (2.398, 2.086, 1.242)  -0.211
C (1.669, 0.701, -0.562)  -0.252
C (0.455, 1.434, -0.694)  0.136
C (2.632, 0.962, 0.373)  0.163
N (-0.684, 1.166, -1.624)  -0.052
N (3.771, 0.124, 0.390)  -0.626
N (-2.277, -1.390, -0.452)  -0.628
C (5.069, -1.873, -0.025)  -0.723
C (-2.813, -2.226, -2.685)  -0.587
C (-1.352, -1.274, 0.610)  -0.272
H (-1.897, 1.872, 4.283)  0.224
H (-3.639, 2.545, 2.379)  0.239
H (-3.358, 0.479, 0.451)  0.203
H (1.084, 3.558, 2.001)  0.230
H (-0.668, 3.126, 0.087)  0.230
H (3.158, 2.252, 2.007)  0.211
H (1.732, -0.162, -1.264)  0.263
H (4.613, 0.438, 0.840)  0.401
H (-2.832, -0.557, -0.737)  0.400
H (5.760, -1.178, -0.590)  0.223
H (5.544, -2.193, 0.925)  0.241
H (4.932, -2.867, -0.531)  0.261
H (-3.005, -3.224, -3.000)  0.249
H (-3.810, -1.884, -2.360)  0.221
H (-1.579, -2.210, 1.144)  0.225
H (-0.358, -1.329, 0.286)  0.235

The calculation puts the HOMO energy at -0.314 hartree. Its strongest force on any atom is 7.97 eV Å⁻¹.



Entry 3:
Here is C16H16O6 in the gas phase in a non-equilibrium geometry from the Open Molecules 2025 dataset. Energies are from the ωB97M-V functional and the def2-TZVPD basis.

Last column: natural (NBO) charge in e.
Atoms and positions in Å:
O (3.050, -2.726, -0.472)  -0.557
C (2.223, -1.988, 0.028)  0.730
C (1.386, -2.383, 1.108)  -0.306
C (0.747, -1.274, 1.519)  0.025
C (0.119, -0.949, 2.811)  -0.229
C (0.086, 0.329, 3.288)  -0.155
C (0.641, 1.518, 2.513)  0.049
O (1.364, 2.346, 3.421)  -0.716
C (1.542, 1.091, 1.347)  -0.419
C (0.967, -0.158, 0.519)  0.266
C (-0.271, 0.144, -0.451)  -0.094
C (-0.116, 1.479, -1.188)  -0.190
C (-0.191, 1.574, -2.554)  -0.193
C (-0.334, 0.344, -3.436)  0.052
O (-0.962, 0.781, -4.641)  -0.715
C (-1.230, -0.681, -2.722)  -0.431
C (-0.544, -1.084, -1.405)  0.087
O (-1.486, -1.942, -0.725)  -0.471
C (-2.102, -1.181, 0.204)  0.784
O (-2.959, -1.575, 0.986)  -0.567
C (-1.632, 0.248, 0.263)  -0.542
O (2.050, -0.661, -0.262)  -0.503
H (1.504, -3.320, 1.642)  0.249
H (-0.244, -1.770, 3.439)  0.237
H (-0.287, 0.517, 4.279)  0.212
H (-0.178, 2.140, 2.115)  0.171
H (0.941, 2.374, 4.322)  0.477
H (2.497, 0.758, 1.783)  0.242
H (1.743, 1.912, 0.647)  0.232
H (0.054, 2.385, -0.651)  0.212
H (-0.057, 2.532, -3.016)  0.222
H (0.652, -0.059, -3.657)  0.204
H (-1.878, 1.117, -4.474)  0.469
H (-1.357, -1.561, -3.381)  0.238
H (-2.212, -0.232, -2.568)  0.204
H (0.366, -1.620, -1.634)  0.218
H (-2.344, 0.894, -0.251)  0.256
H (-1.545, 0.685, 1.255)  0.253

As for the structure (SMILES): O=C1C=C2C=C[C@@H](O)C[C@@]2([C@@]23C=C[C@H](O)C[C@@H]2OC(=O)C3)O1. The calculation puts the HOMO energy at -0.355 hartree. Its strongest force on any atom is 3.78 eV Å⁻¹.



Entry 4:
Here is a molecular structure, C16H17Br3FN3OS from the Open Molecules 2025 dataset. Energies are from the ωB97M-V functional and the def2-TZVPD basis.

Last column: natural (NBO) charge in e.
Atoms and positions in Å:
C (-4.096, -0.319, 3.707)  -0.614
C (-4.609, -1.229, 2.594)  -0.514
S (-3.520, -2.620, 2.136)  0.202
C (-1.879, -2.265, 2.813)  -0.566
C (-0.826, -1.843, 1.809)  -0.046
C (0.437, -2.495, 1.858)  -0.188
C (1.443, -2.157, 1.001)  -0.177
C (1.266, -1.148, 0.030)  0.090
N (2.304, -0.804, -0.789)  -0.346
C (2.042, 0.164, -1.620)  0.023
C (0.771, 0.806, -1.723)  0.221
C (0.567, 1.911, -2.722)  -0.441
C (0.142, 3.223, -2.062)  -0.433
C (0.974, 3.579, -0.850)  0.049
F (2.334, 3.430, -1.147)  -0.384
N (-0.227, 0.483, -0.949)  -0.411
C (0.027, -0.500, -0.040)  0.143
C (-0.994, -0.879, 0.858)  0.253
O (-2.243, -0.214, 0.751)  -0.466
C (-2.187, 1.047, 1.060)  0.552
N (-2.181, 2.196, 1.170)  -0.415
H (-3.257, 0.275, 3.343)  0.207
H (-3.687, -0.930, 4.515)  0.203
H (-4.876, 0.330, 4.094)  0.227
H (-5.548, -1.676, 2.915)  0.222
H (-4.776, -0.644, 1.690)  0.213
H (-1.898, -1.536, 3.623)  0.245
H (-1.545, -3.199, 3.261)  0.236
H (0.587, -3.262, 2.607)  0.218
H (2.404, -2.652, 1.057)  0.232
H (2.850, 0.491, -2.272)  0.200
H (-0.199, 1.592, -3.431)  0.235
H (1.481, 2.050, -3.300)  0.215
H (-0.894, 3.151, -1.720)  0.235
H (0.154, 4.041, -2.784)  0.214
H (0.721, 2.946, 0.002)  0.174
H (0.819, 4.617, -0.555)  0.174
C (5.723, -1.158, -4.259)  -0.498
Br (4.584, 0.357, -3.907)  0.090
Br (6.497, -1.843, -2.640)  0.102
Br (4.789, -2.523, -5.239)  0.096
H (6.533, -0.810, -4.884)  0.226

The calculation puts the HOMO energy at -0.319 hartree. Its strongest force on any atom is 0.97 eV Å⁻¹.



Entry 5:
Here is C16H17BrN2O4S2 in the gas phase in a non-equilibrium geometry from the Open Molecules 2025 dataset. Energies are from the ωB97M-V functional and the def2-TZVPD basis.

Last column: natural (NBO) charge in e.
Atoms and positions in Å:
O (0.495, 0.575, -1.293)  -0.946
S (-0.009, -0.760, -1.452)  2.333
O (0.060, -1.373, -2.740)  -0.924
C (-1.705, -0.745, -0.928)  -0.569
C (-2.616, -1.754, -0.996)  -0.182
C (-3.877, -1.385, -0.487)  -0.290
C (-3.877, -0.095, -0.047)  -0.317
Br (-5.324, 0.813, 0.706)  0.128
S (-2.346, 0.694, -0.247)  0.539
N (0.675, -1.808, -0.330)  -0.659
C (1.993, -2.219, -0.798)  -0.272
C (2.663, -3.123, 0.243)  -0.223
N (2.737, -2.543, 1.564)  -0.439
C (3.875, -1.683, 1.855)  -0.227
C (3.972, -0.392, 1.074)  -0.050
C (4.666, -0.349, -0.126)  -0.221
C (4.687, 0.788, -0.932)  -0.255
C (3.978, 1.878, -0.493)  0.233
C (3.305, 1.858, 0.731)  0.309
C (3.300, 0.747, 1.535)  -0.299
O (2.711, 3.072, 0.940)  -0.489
C (2.954, 3.824, -0.229)  0.236
O (3.821, 3.102, -1.077)  -0.474
C (1.431, -2.095, 1.985)  -0.222
C (0.718, -1.179, 0.980)  -0.275
H (-2.378, -2.719, -1.404)  0.245
H (-4.735, -2.031, -0.448)  0.241
H (1.837, -2.754, -1.735)  0.232
H (2.612, -1.335, -0.996)  0.204
H (3.667, -3.381, -0.095)  0.209
H (2.074, -4.044, 0.329)  0.199
H (4.769, -2.286, 1.673)  0.204
H (3.829, -1.461, 2.925)  0.202
H (5.203, -1.226, -0.456)  0.211
H (5.223, 0.809, -1.866)  0.230
H (2.791, 0.755, 2.485)  0.224
H (2.000, 4.011, -0.751)  0.160
H (3.420, 4.783, 0.042)  0.161
H (1.516, -1.581, 2.944)  0.207
H (0.816, -2.992, 2.124)  0.198
H (-0.315, -1.020, 1.301)  0.213
H (1.219, -0.206, 0.910)  0.213

As for the structure (SMILES): O=S(=O)(c1ccc(Br)s1)N1CCN(Cc2ccc3c(c2)OCO3)CC1. The calculation puts the HOMO energy at -0.295 hartree. Its strongest force on any atom is 1.32 eV Å⁻¹.



Entry 6:
Here is a molecular structure, C16H17Cl2N2O3PdS from the Open Molecules 2025 dataset. Energies are from the ωB97M-V functional and the def2-TZVPD basis.

Last column: Mulliken spin population.
Atoms and positions in Å:
Pd (0.211, -0.387, -0.444)  1.489
O (-1.613, -2.631, 0.743)  0.030
N (-2.751, -2.048, 0.657)  0.029
C (-3.666, -2.249, 1.644)  -0.022
C (-4.908, -1.670, 1.621)  0.033
C (-5.245, -0.840, 0.554)  -0.017
C (-4.309, -0.626, -0.431)  0.013
C (-3.042, -1.220, -0.403)  -0.004
S (-1.867, -0.965, -1.631)  0.155
H (-3.295, -2.905, 2.417)  -0.001
H (-5.593, -1.870, 2.434)  0.003
H (-6.215, -0.362, 0.502)  -0.002
H (-4.518, 0.026, -1.268)  0.000
C (2.636, 0.978, 1.074)  -0.012
N (2.635, -0.037, 0.026)  0.033
C (3.380, -1.216, 0.451)  0.004
C (3.183, 0.513, -1.213)  -0.024
C (2.167, 1.269, -2.038)  -0.155
C (2.630, 2.160, -3.007)  0.009
C (1.741, 2.839, -3.822)  -0.004
C (0.377, 2.629, -3.661)  0.015
C (-0.079, 1.743, -2.695)  -0.037
C (0.801, 1.041, -1.865)  0.325
H (3.660, 1.333, 1.273)  0.001
H (2.218, 0.560, 1.987)  0.002
H (2.022, 1.822, 0.762)  0.005
H (4.444, -0.980, 0.621)  0.001
H (3.315, -1.985, -0.320)  0.004
H (2.940, -1.605, 1.365)  0.001
H (3.590, -0.315, -1.801)  -0.001
H (4.036, 1.174, -0.987)  0.002
H (3.699, 2.323, -3.119)  0.001
H (2.107, 3.532, -4.571)  0.000
H (-0.332, 3.158, -4.288)  -0.001
H (-1.144, 1.580, -2.581)  0.015
Cl (0.294, 0.192, 4.788)  0.001
C (-0.772, -0.702, 3.649)  0.007
Cl (-0.996, -2.359, 4.198)  0.003
C (-0.145, -0.607, 2.246)  -0.001
O (-0.597, 0.321, 1.519)  0.096
O (0.728, -1.419, 1.937)  0.007
H (-1.730, -0.197, 3.680)  -0.001

The multiplicity is 3. The calculation puts the HOMO energy (spin up / spin down) at -0.132 / -0.164 hartree. The charge is -1. Its strongest force on any atom is 0.70 eV Å⁻¹.



Please write out number 4 again, unchanged.
Here is a molecular structure, C16H17Br3FN3OS from the Open Molecules 2025 dataset. Energies are from the ωB97M-V functional and the def2-TZVPD basis.

Last column: natural (NBO) charge in e.
Atoms and positions in Å:
C (-4.096, -0.319, 3.707)  -0.614
C (-4.609, -1.229, 2.594)  -0.514
S (-3.520, -2.620, 2.136)  0.202
C (-1.879, -2.265, 2.813)  -0.566
C (-0.826, -1.843, 1.809)  -0.046
C (0.437, -2.495, 1.858)  -0.188
C (1.443, -2.157, 1.001)  -0.177
C (1.266, -1.148, 0.030)  0.090
N (2.304, -0.804, -0.789)  -0.346
C (2.042, 0.164, -1.620)  0.023
C (0.771, 0.806, -1.723)  0.221
C (0.567, 1.911, -2.722)  -0.441
C (0.142, 3.223, -2.062)  -0.433
C (0.974, 3.579, -0.850)  0.049
F (2.334, 3.430, -1.147)  -0.384
N (-0.227, 0.483, -0.949)  -0.411
C (0.027, -0.500, -0.040)  0.143
C (-0.994, -0.879, 0.858)  0.253
O (-2.243, -0.214, 0.751)  -0.466
C (-2.187, 1.047, 1.060)  0.552
N (-2.181, 2.196, 1.170)  -0.415
H (-3.257, 0.275, 3.343)  0.207
H (-3.687, -0.930, 4.515)  0.203
H (-4.876, 0.330, 4.094)  0.227
H (-5.548, -1.676, 2.915)  0.222
H (-4.776, -0.644, 1.690)  0.213
H (-1.898, -1.536, 3.623)  0.245
H (-1.545, -3.199, 3.261)  0.236
H (0.587, -3.262, 2.607)  0.218
H (2.404, -2.652, 1.057)  0.232
H (2.850, 0.491, -2.272)  0.200
H (-0.199, 1.592, -3.431)  0.235
H (1.481, 2.050, -3.300)  0.215
H (-0.894, 3.151, -1.720)  0.235
H (0.154, 4.041, -2.784)  0.214
H (0.721, 2.946, 0.002)  0.174
H (0.819, 4.617, -0.555)  0.174
C (5.723, -1.158, -4.259)  -0.498
Br (4.584, 0.357, -3.907)  0.090
Br (6.497, -1.843, -2.640)  0.102
Br (4.789, -2.523, -5.239)  0.096
H (6.533, -0.810, -4.884)  0.226

The calculation puts the HOMO energy at -0.319 hartree. Its strongest force on any atom is 0.97 eV Å⁻¹.